No. 1
{"formula": "C30H37BCl2MoN7O2S3", "method": "ωB97M-V with the def2-TZVPD basis set", "species": ["Mo", "C", "N", "C", "C", "N", "B", "N", "C", "C", "N", "C", "C", "S", "C", "S", "H", "H", "H", "H", "H", "H", "H", "H", "H", "H", "H", "H", "Cl", "C", "C", "C", "C", "C", "Cl", "C", "S", "H", "H", "H", "O", "N", "C", "C", "C", "C", "C", "H", "H", "H", "H", "H", "C", "H", "H", "H", "C", "C", "N", "C", "C", "C", "O", "C", "C", "C", "C", "N", "C", "H", "H", "H", "H", "H", "H", "H", "H", "H", "H", "H", "H", "H", "H"], "xyz": [[-0.16353, 1.29280, -0.68564], [2.18817, 0.80850, -4.04434], [1.42467, -0.38590, -3.83134], [1.85687, -1.67240, -3.98954], [0.82197, -2.47680, -3.64314], [-0.24063, -1.70140, -3.27494], [-1.55773, -2.37540, -2.75894], [-2.69093, -1.33460, -2.65014], [-3.68033, -1.11160, -3.56074], [-4.52413, -0.17470, -3.06324], [-4.04393, 0.18360, -1.83354], [-4.61233, 1.16710, -0.95624], [-2.91453, -0.52320, -1.61354], [-1.99353, -0.43600, -0.18434], [0.14707, -0.42900, -3.37594], [-0.74093, 1.01310, -3.13354], [3.25047, 0.56770, -4.06274], [1.99487, 1.51560, -3.23174], [1.90627, 1.28620, -4.98544], [2.84477, -1.90710, -4.33344], [0.75577, -3.54400, -3.62794], [-1.34273, -2.83100, -1.67584], [-1.88193, -3.18880, -3.56484], [-3.71353, -1.63830, -4.49104], [-5.40983, 0.26530, -3.47444], [-5.54963, 1.52580, -1.37564], [-3.92393, 2.00520, -0.84694], [-4.78933, 0.73040, 0.02806], [3.25917, 1.56510, 0.08496], [3.70837, 2.68080, -1.15894], [5.03837, 2.81360, -1.50884], [5.40857, 3.76000, -2.44974], [4.44517, 4.56170, -3.04294], [3.11707, 4.40110, -2.70394], [1.92107, 5.39920, -3.43674], [2.70417, 3.44950, -1.75544], [1.02607, 3.37320, -1.31544], [5.77577, 2.19060, -1.02934], [6.44907, 3.89150, -2.70324], [4.71647, 5.31770, -3.76224], [1.45667, -0.54460, -1.00254], [2.05167, -1.46950, -0.34624], [1.35637, -2.33820, 0.42356], [1.99197, -3.32910, 1.13086], [3.37377, -3.46530, 1.05656], [4.07117, -2.58330, 0.23796], [3.39597, -1.60230, -0.44494], [0.28397, -2.20450, 0.42356], [1.39837, -3.99610, 1.73496], [3.88517, -4.23480, 1.61296], [5.14377, -2.64700, 0.14386], [3.88257, -0.88080, -1.08514], [-1.59323, 2.87620, -0.19354], [-1.12993, 3.76950, 0.23306], [-2.35303, 2.56020, 0.52926], [-2.11123, 3.22110, -1.09624], [-3.30183, -1.81860, 2.48406], [-2.86783, -0.62140, 3.32346], [-1.91953, -0.98870, 4.35386], [-2.40103, -1.88270, 5.39776], [-1.85113, -3.29850, 5.26016], [-0.67153, -0.49850, 4.51786], [0.03677, -0.84410, 5.45006], [-0.18103, 0.55540, 3.56746], [0.28127, 1.75200, 4.12316], [0.78817, 2.71010, 3.25826], [0.75377, 2.48590, 1.89926], [0.28807, 1.35030, 1.34086], [-0.10533, 0.38730, 2.19796], [-3.95503, -1.48150, 1.68616], [-3.83553, -2.55050, 3.08256], [-2.43883, -2.29100, 2.02626], [-3.74853, -0.17730, 3.80326], [-2.42363, 0.13110, 2.67236], [-3.49143, -1.88900, 5.36756], [-2.07443, -1.47760, 6.36076], [-2.10853, -3.72870, 4.29666], [-2.25543, -3.92910, 6.04776], [-0.77013, -3.27180, 5.35516], [0.25467, 1.89620, 5.19146], [1.18497, 3.63800, 3.63696], [1.11257, 3.23630, 1.20686], [-0.39033, -0.56030, 1.75706]], "mulliken_charge": [0.084, -0.803, 0.399, -0.407, -0.806, 0.262, 0.204, 0.339, -0.522, -0.582, 0.390, -0.525, -1.299, 0.477, -0.196, -0.418, 0.332, 0.107, 0.286, 0.518, 0.537, -0.105, -0.204, 0.505, 0.478, 0.332, 0.077, 0.233, -0.063, 0.762, -0.735, -0.471, -0.759, 0.211, -0.216, -0.297, -0.368, 0.442, 0.391, 0.438, 1.585, -0.467, -0.210, -1.082, -0.296, -0.921, -0.209, 0.622, 0.502, 0.412, 0.432, 0.516, -1.615, 0.574, 0.471, 0.375, -1.117, -0.267, 0.300, -0.880, -1.118, 0.235, -0.653, -0.067, -0.739, -1.236, -0.153, 1.067, -0.838, 0.254, 0.472, 0.286, 0.299, 0.134, 0.428, 0.450, 0.271, 0.384, 0.326, 0.549, 0.475, 0.273, 1.148], "e_lumo_ev": [-0.182, -0.054], "energy_ha": -3907.16648, "relative_energy_kcal_mol": 32.43, "multiplicity": 2, "orbital_gap_ha": [0.23390, 0.22347], "s_squared": 0.758, "homo_ev": [-6.547, -6.134]}

No. 2
{"formula": "C30H37BeBr2CsF13LiN6O11S", "method": "ωB97M-V with the def2-TZVPD basis set", "species": ["C", "C", "N", "C", "C", "O", "C", "C", "N", "C", "C", "C", "N", "C", "C", "C", "C", "C", "C", "O", "Br", "C", "F", "F", "C", "C", "C", "C", "C", "C", "F", "F", "F", "C", "C", "F", "C", "C", "C", "C", "F", "F", "C", "F", "F", "F", "H", "H", "H", "H", "H", "H", "H", "H", "H", "H", "H", "H", "H", "H", "H", "H", "H", "H", "H", "H", "H", "H", "H", "H", "H", "H", "H", "H", "H", "H", "N", "O", "O", "O", "Li", "F", "O", "H", "H", "H", "F", "C", "O", "N", "N", "H", "H", "H", "H", "Cs", "O", "S", "O", "O", "O", "Be", "Br"], "xyz": [[-4.51750, -0.41885, -0.14328], [-3.09647, -1.00018, -0.08583], [-2.17696, -0.02420, -0.70972], [-1.18425, 0.58204, 0.14291], [-1.01806, 2.03360, -0.48990], [-1.25331, 1.94909, -1.87848], [-0.66357, 3.13328, -2.49880], [-1.07690, 3.28390, -3.94512], [-1.50887, 0.83263, 1.52867], [-2.70942, 1.31222, 2.15068], [-3.80952, 0.41750, 2.84638], [-5.01075, 1.06225, 3.47995], [-5.38480, 2.47143, 3.64143], [-4.36995, 3.25793, 3.03380], [-3.08252, 2.85370, 2.28674], [-0.48799, 0.53661, 2.37072], [0.81183, 0.03655, 1.72715], [1.78678, 1.25981, 1.85154], [1.82088, 1.99247, 3.21479], [2.50162, 1.68258, 4.10215], [0.65959, 3.65031, 3.46678], [1.12796, -1.23773, 2.51314], [1.57770, -0.93768, 3.76393], [0.01871, -2.00679, 2.71753], [2.20193, -2.12757, 1.86031], [3.28201, -1.63454, 1.13586], [4.25354, -2.43826, 0.56003], [4.19420, -3.81149, 0.72516], [3.12945, -4.32538, 1.46468], [3.10971, -5.82269, 1.64699], [3.00242, -6.45780, 0.43733], [4.28746, -6.20123, 2.15875], [2.18360, -6.22514, 2.52121], [2.12352, -3.50581, 2.02335], [0.19822, -0.14384, 0.26571], [-0.07951, -1.54892, 0.10285], [1.16477, 0.13753, -0.83966], [0.72803, -0.35035, -2.23824], [2.03328, -0.59522, -3.01107], [2.57960, 0.67491, -3.61718], [1.64014, 1.36552, -4.25907], [3.47247, 0.29321, -4.57860], [3.41793, 1.50823, -2.55727], [4.44376, 2.05676, -3.19562], [3.92117, 0.66555, -1.61167], [2.79065, 2.50746, -1.94902], [-5.22436, -0.91269, 0.53013], [-4.45466, 0.60742, 0.22521], [-4.90995, -0.33389, -1.15182], [-3.08028, -1.89273, -0.74490], [-2.80640, -1.35837, 0.90315], [-1.69640, -0.53358, -1.43770], [-0.02249, 2.45037, -0.29221], [-1.76197, 2.73053, -0.08504], [-1.00896, 4.00466, -1.92401], [0.42917, 3.03933, -2.43739], [-1.30927, 2.33461, -4.43730], [-0.22359, 3.73039, -4.47208], [-1.94231, 3.94250, -4.07682], [-3.69211, -0.69820, 2.86450], [-5.72931, 0.36081, 3.88875], [-4.52705, 4.37891, 3.12309], [-2.40977, 3.64023, 1.85390], [-0.59145, 0.66004, 3.46990], [1.46931, 2.00308, 1.11844], [2.82419, 1.02428, 1.61037], [3.39948, -0.57421, 0.96861], [5.06089, -1.98566, -0.01008], [4.97256, -4.42635, 0.28712], [1.34320, -4.00195, 2.59210], [2.15225, -0.27351, -0.64716], [1.32197, 1.21395, -0.92792], [0.18805, -1.30395, -2.25367], [0.14993, 0.37751, -2.80527], [2.77681, -1.11149, -2.40478], [1.78167, -1.25953, -3.84526], [6.31213, -1.56618, -3.21880], [6.59704, -2.02259, -4.31968], [7.08582, -0.79046, -2.64833], [5.27008, -1.90224, -2.64943], [1.09444, -4.65903, 0.02404], [2.02486, 3.48678, -4.15753], [-4.73345, -1.58880, -3.03909], [-3.96781, -2.18567, -3.18667], [-5.58350, -2.07843, -3.04925], [-4.73689, -0.83715, -3.67461], [2.63101, 4.04504, 4.90167], [-7.73134, 2.50455, 0.73750], [-6.91140, 1.62165, 0.55100], [-7.36797, 3.79257, 0.99110], [-9.08198, 2.27503, 0.70820], [-8.02117, 4.53525, 1.14898], [-6.38428, 3.99066, 1.02294], [-9.38322, 1.33728, 0.52580], [-9.77028, 2.98683, 0.85993], [-2.83129, 2.10858, 4.50681], [8.73977, -4.82517, -0.44144], [8.34234, -3.48143, -0.84605], [7.80054, -2.73841, 0.29851], [7.27239, -3.54294, -1.86101], [9.48090, -2.77701, -1.44096], [1.20152, -7.78817, -0.05563], [3.14005, 3.52354, 6.69817]], "mulliken_charge": [-0.972, 0.028, -0.033, 0.563, -1.320, -0.486, 0.307, -1.669, 1.114, -2.497, 0.319, -0.652, -0.932, -0.488, 0.275, -1.560, 1.134, -0.801, -0.399, -0.325, -0.187, 0.831, -0.376, -0.354, 1.228, 0.098, -0.677, -1.335, -0.539, 1.201, -0.191, -0.243, -0.257, -1.215, 1.611, -0.570, 0.856, -0.868, -1.454, 0.849, -0.151, -0.354, 0.544, -0.302, -0.117, -0.231, 0.400, -0.002, 0.250, 0.346, 0.039, 0.456, -0.006, 1.157, 0.518, 0.042, 0.226, 0.346, 0.464, 0.357, 0.449, 0.443, 0.579, 0.082, 0.453, 0.615, -0.082, 0.669, 0.538, 0.742, 0.248, -0.688, 0.738, -0.282, 0.355, 0.578, 1.068, -0.570, -0.486, -0.394, 0.775, -0.896, -0.457, 0.442, 0.442, 0.445, -0.318, 0.600, -0.570, -0.323, -0.437, 0.166, 0.223, 0.210, 0.144, 0.812, -0.550, 1.312, -0.487, -0.392, -0.482, 0.072, 0.223], "e_lumo_ev": -4.035, "energy_ha": -9207.30386, "orbital_gap_ha": 0.05677, "homo_ev": -5.580}